A.
A molecular structure, C4H9N3O2, computed with ωB97M-V/def2-TZVPD.

Computed properties:
- Orbital gap: 8.84 eV
- 2S+1: 1

Geometry as XYZ:
```
18
Properties=species:S:1:pos:R:3:mulliken_charge:R:1
C -2.947 -0.184 0.284 -0.729
C -0.427 -0.113 -0.277 0.761
C 0.575 2.229 -0.788 -0.885
C 0.914 -0.895 -0.291 0.217
H -3.488 0.318 -0.538 0.289
H -2.794 0.556 1.233 0.234
H -3.765 -0.752 0.972 0.304
H -1.453 -1.641 -0.625 0.302
H 0.970 2.898 -0.053 0.287
H 1.555 1.863 -1.209 0.317
H 0.053 2.553 -1.665 0.381
H 2.195 -1.193 1.032 0.429
H 0.736 1.414 1.805 0.346
N -1.514 -0.823 0.011 -0.291
N -0.526 1.211 -0.332 -0.602
N 1.996 -0.135 0.303 -0.246
O 1.106 -1.989 -0.868 -0.566
O 1.095 0.238 1.567 -0.547
```


B.
2 unconnected molecules or ions with the total composition C4H9N3O2, computed with ωB97M-V/def2-TZVPD.

Computed properties:
- Orbital gap: 10.30 eV
- 2S+1: 1

Geometry as XYZ:
```
18
Properties=species:S:1:pos:R:3:mulliken_charge:R:1
C -2.288 -0.696 -0.397 -0.712
C 2.309 -1.050 0.860 -0.935
N 1.204 -1.011 -0.070 -0.145
C 0.489 2.209 -0.311 0.441
C -0.063 -0.898 0.356 0.693
N -0.640 2.431 -0.951 -0.510
O -0.902 -0.610 -0.695 -0.451
N 1.510 2.036 0.186 -0.419
O -0.460 -1.055 1.481 -0.613
H 1.397 -0.758 -1.026 0.277
H -1.229 3.149 -0.543 0.254
H -1.122 1.584 -1.251 0.279
H -2.497 -1.650 0.124 0.335
H -2.824 -0.657 -1.345 0.253
H -2.610 0.139 0.259 0.293
H 3.004 -0.255 0.655 0.360
H 2.814 -2.004 0.803 0.301
H 1.907 -0.903 1.866 0.299
```


Relative energy table, unit eV: A 7.945; B 0.000


A.
A single C5H5NS molecule, computed with ωB97M-V/def2-TZVPD.

Computed properties:
- Orbital gap: 8.26 eV
- 2S+1: 1

Geometry as XYZ:
```
12
Properties=species:S:1:pos:R:3:mulliken_charge:R:1
C -1.079 0.804 0.307 0.190
C -0.467 -0.318 -0.310 0.359
C -1.107 -1.547 -0.297 -0.892
C 0.845 0.107 -0.890 -0.085
C 2.005 0.767 -1.023 -0.387
H 1.558 -0.157 1.561 0.161
H -2.199 0.908 -0.134 0.269
H -0.835 -2.578 -0.748 0.260
H -2.060 -1.655 -0.070 0.389
H 3.078 0.885 -1.424 0.315
N -0.675 1.489 1.228 -0.387
S 0.938 1.295 1.800 -0.191
```


B.
A single C5H5NS molecule, computed with ωB97M-V/def2-TZVPD.

Computed properties:
- Orbital gap: 8.97 eV
- 2S+1: 1

Geometry as XYZ:
```
12
Properties=species:S:1:pos:R:3:mulliken_charge:R:1
C -1.162 -0.730 0.022 -0.154
C 0.305 1.293 -0.057 -0.463
C 1.117 0.169 0.555 -0.102
C 2.446 -0.166 0.114 -0.880
C 3.569 -0.431 -0.245 0.404
H -0.962 -1.763 0.319 0.340
H -0.358 1.806 0.587 0.331
H 0.770 1.824 -0.907 0.234
H 0.933 -0.052 1.660 0.289
H 4.490 -0.668 -0.623 0.474
N -0.004 -0.083 -0.342 -0.184
S -2.656 -0.086 -0.061 -0.290
```


C.
A single C5H5NS molecule, computed with ωB97M-V/def2-TZVPD.

Computed properties:
- Orbital gap: 8.86 eV
- 2S+1: 1

Geometry as XYZ:
```
12
Properties=species:S:1:pos:R:3:mulliken_charge:R:1
C 0.278 0.283 0.171 0.480
C -0.983 0.204 0.960 -0.295
C -1.915 -0.710 0.802 -0.768
C 0.523 -0.654 -0.963 -0.658
C 0.682 -1.325 -1.958 0.345
H 2.867 2.435 0.535 0.163
H -1.191 1.042 1.650 0.328
H -2.817 -0.698 1.437 0.228
H -1.791 -1.553 0.174 0.282
H 0.845 -1.854 -2.870 0.423
N 1.064 1.251 0.480 -0.399
S 2.439 1.580 -0.418 -0.130
```


Relative energy table, unit eV: A 3.312; B 0.254; C 0.000


A.
A molecular structure, C27H49N6NaO8P2S2, computed with ωB97M-V/def2-TZVPD.

Computed properties:
- Orbital gap: 5.28 eV
- 2S+1: 1
- Total charge: -2

Geometry as XYZ:
```
95
Properties=species:S:1:pos:R:3:mulliken_charge:R:1
Na -0.859 2.113 0.313 0.833
N 1.951 3.125 1.428 -0.225
C 1.660 4.493 1.841 -0.658
C 0.262 4.613 2.394 0.547
O -0.037 5.386 3.283 -0.716
O -0.581 3.792 1.803 0.022
H 1.641 2.436 2.108 0.034
H 2.934 2.985 1.244 0.180
H 1.703 5.150 0.965 0.306
H 2.317 4.901 2.608 0.344
N -2.695 3.011 3.184 -0.610
C -2.939 1.570 2.884 1.417
C -3.901 0.966 3.925 -2.269
P -3.773 1.444 1.199 0.335
O -4.698 2.819 1.271 -0.681
O -4.685 0.271 1.203 -0.886
O -2.809 1.691 0.071 -0.499
P -1.232 0.789 3.094 0.306
O -1.574 -0.768 3.483 -0.526
O -0.670 1.438 4.325 -0.993
O -0.448 0.766 1.816 -0.291
H -3.572 3.515 3.158 0.254
H -1.463 3.703 2.338 0.164
H -2.266 3.076 4.103 0.296
H -4.833 1.540 3.934 0.523
H -3.449 1.019 4.924 0.494
H -4.150 -0.064 3.673 0.309
H -4.275 3.445 0.665 0.328
H -1.852 -0.769 4.406 0.343
C 0.250 0.196 -2.737 -0.586
N 0.087 1.502 -2.124 0.521
C 0.093 2.508 -2.913 0.045
C -0.144 3.882 -2.523 -0.378
C -0.143 4.996 -3.380 -0.855
C -0.427 6.102 -2.561 -0.925
C -0.579 5.569 -1.259 -0.606
N -0.405 4.238 -1.232 0.224
C -1.024 -0.343 -3.369 1.018
C -0.950 -1.230 -4.439 -0.412
C -2.102 -1.753 -5.024 -0.882
C -3.350 -1.377 -4.543 -0.424
C -3.433 -0.478 -3.482 -0.661
C -2.283 0.039 -2.896 0.034
H 0.569 -0.501 -1.950 -0.688
H 1.036 0.197 -3.506 0.445
H 0.280 2.362 -3.986 0.199
H 0.031 4.986 -4.449 0.409
H -0.519 7.138 -2.856 0.404
H -0.802 6.117 -0.347 0.481
H 0.025 -1.514 -4.825 0.426
H -2.022 -2.443 -5.857 0.383
H -4.252 -1.774 -4.996 0.348
H -4.401 -0.174 -3.093 0.452
H -2.366 0.741 -2.070 0.390
C -2.907 -2.716 -0.558 -1.159
S -1.869 -1.468 0.202 0.612
C -0.374 -2.422 0.416 -0.488
H -2.547 -2.995 -1.555 0.233
H -3.899 -2.266 -0.646 0.339
H -2.978 -3.607 0.077 0.341
H -0.546 -3.279 1.073 0.502
H 0.346 -1.740 0.884 0.016
H 0.027 -2.769 -0.545 -0.318
C 1.724 -4.283 2.577 -0.777
C 1.819 -3.347 3.784 0.005
C 3.098 -2.515 3.857 -1.062
C 3.254 -1.413 2.816 -0.153
N 3.557 -1.959 1.497 -0.110
C 3.398 -1.256 0.344 -0.175
S 2.821 0.299 0.317 -0.022
N 3.657 -1.989 -0.783 -0.057
C 3.648 -1.415 -2.122 -0.045
C 3.457 -2.493 -3.179 -1.113
C 2.019 -2.997 -3.337 0.524
C 1.422 -3.717 -2.127 -0.804
H 0.844 -4.926 2.654 0.381
H 2.608 -4.932 2.516 0.353
H 1.642 -3.731 1.640 -0.160
H 1.756 -3.947 4.697 0.316
H 0.961 -2.668 3.792 0.054
H 3.971 -3.186 3.820 0.343
H 3.132 -2.018 4.830 0.398
H 4.039 -0.721 3.131 0.312
H 2.342 -0.819 2.731 -0.021
H 4.030 -2.846 1.462 0.296
H 4.201 -2.830 -0.672 0.317
H 4.567 -0.848 -2.300 0.290
H 2.831 -0.696 -2.170 -0.272
H 4.133 -3.338 -2.977 0.338
H 3.774 -2.068 -4.136 0.423
H 1.989 -3.667 -4.202 0.464
H 1.383 -2.138 -3.582 -0.707
H 2.051 -4.560 -1.818 0.366
H 0.430 -4.108 -2.366 0.425
H 1.316 -3.049 -1.270 -0.249
```


B.
A molecular structure, C27H49N6NaO8P2S2, computed with ωB97M-V/def2-TZVPD.

Computed properties:
- Orbital gap: 5.80 eV
- 2S+1: 1
- Total charge: -2

Geometry as XYZ:
```
95
Properties=species:S:1:pos:R:3:mulliken_charge:R:1
Na -0.178 0.405 -1.235 0.399
N 2.648 1.076 0.614 -0.600
C 2.439 0.140 1.709 -1.199
C 1.102 -0.613 1.697 0.453
O 0.857 -1.370 2.682 -0.806
O 0.332 -0.420 0.738 0.122
H 2.578 0.562 -0.264 0.158
H 1.846 1.704 0.589 0.161
H 2.513 0.662 2.668 0.367
H 3.231 -0.613 1.709 0.402
N 1.627 -1.140 -4.748 -0.302
C 1.313 -2.229 -3.733 0.972
C 1.741 -3.575 -4.295 -1.858
P 2.278 -1.701 -2.253 0.796
O 3.805 -1.832 -2.893 -0.669
O 2.164 -2.687 -1.156 -0.725
O 2.023 -0.229 -2.161 -0.516
P -0.564 -2.077 -3.746 0.593
O -1.051 -3.464 -3.135 -0.561
O -0.786 -2.063 -5.236 -0.924
O -0.950 -0.896 -2.929 -0.548
H 2.570 -1.237 -5.119 0.357
H 1.562 -0.254 -4.224 0.062
H 0.865 -1.224 -5.456 0.457
H 2.807 -3.582 -4.543 0.450
H 1.153 -3.828 -5.180 0.457
H 1.559 -4.333 -3.535 0.308
H 4.204 -2.614 -2.497 0.322
H -1.451 -3.399 -2.237 0.179
C 1.989 3.028 -2.676 -1.305
N 0.765 2.712 -1.941 0.420
C -0.220 3.511 -2.106 -0.190
C -1.523 3.343 -1.528 -0.145
C -2.579 4.266 -1.601 -1.004
C -3.652 3.666 -0.933 -0.869
C -3.176 2.414 -0.509 -0.494
N -1.896 2.212 -0.857 0.541
C 2.742 4.198 -2.085 0.691
C 3.383 4.077 -0.852 -0.139
C 4.043 5.162 -0.298 -0.820
C 4.081 6.384 -0.960 -0.332
C 3.447 6.513 -2.186 -0.584
C 2.782 5.425 -2.740 -0.476
H 1.766 3.256 -3.729 0.393
H 2.616 2.134 -2.655 0.249
H -0.114 4.403 -2.746 0.179
H -2.551 5.236 -2.080 0.416
H -4.644 4.068 -0.781 0.405
H -3.727 1.657 0.033 0.250
H 3.347 3.133 -0.317 0.594
H 4.530 5.052 0.664 0.395
H 4.597 7.230 -0.520 0.358
H 3.464 7.461 -2.712 0.349
H 2.284 5.529 -3.698 0.317
C -0.267 2.137 3.907 -1.244
S -0.839 2.187 2.197 0.556
C -1.391 3.897 2.121 -0.801
H 0.546 2.846 4.074 0.363
H 0.105 1.126 4.081 0.263
H -1.079 2.344 4.609 0.361
H -2.197 4.087 2.833 0.285
H -1.765 4.059 1.110 0.042
H -0.561 4.581 2.313 0.322
C 0.237 -4.633 3.958 -0.801
C 0.765 -5.680 2.978 -0.516
C 0.048 -5.731 1.627 -0.568
C 0.273 -4.524 0.720 -0.910
N -0.377 -3.323 1.198 0.364
C -1.627 -2.956 0.913 0.432
S -2.666 -3.859 -0.099 -0.442
N -2.020 -1.823 1.530 0.010
C -3.092 -0.964 1.048 -0.242
C -4.446 -1.315 1.659 -0.810
C -4.463 -1.242 3.184 -0.399
C -4.183 0.157 3.728 -0.825
H 0.676 -4.778 4.949 0.386
H -0.849 -4.709 4.056 0.242
H 0.465 -3.616 3.643 0.013
H 0.685 -6.669 3.444 0.355
H 1.834 -5.509 2.807 0.255
H -1.029 -5.852 1.777 0.266
H 0.390 -6.620 1.085 0.387
H -0.096 -4.745 -0.281 0.413
H 1.334 -4.292 0.622 0.360
H 0.190 -2.623 1.683 -0.037
H -1.244 -1.322 1.955 0.418
H -3.153 -1.025 -0.040 0.463
H -2.794 0.054 1.298 -0.395
H -4.715 -2.320 1.329 0.278
H -5.195 -0.625 1.251 0.431
H -3.719 -1.941 3.575 0.184
H -5.437 -1.586 3.549 0.378
H -3.184 0.504 3.459 0.014
H -4.264 0.184 4.817 0.394
H -4.893 0.883 3.318 0.247
```


Relative energy table, unit eV: A 1.976; B 0.000


A.
A single C3H4N2S molecule, computed with ωB97M-V/def2-TZVPD.

Computed properties:
- Orbital gap: 9.01 eV
- 2S+1: 1

Geometry as XYZ:
```
10
Properties=species:S:1:pos:R:3:mulliken_charge:R:1
C -0.626 -0.193 -0.007 0.306
C 0.193 -1.379 -0.021 -0.382
C 0.237 0.918 0.013 -0.304
H -2.736 1.054 0.054 0.126
H -0.109 -2.410 0.106 0.427
H 2.336 0.850 -0.078 0.206
H 0.127 2.046 0.088 0.351
N 1.467 -0.975 -0.020 -0.739
N 1.469 0.360 -0.084 0.287
S -2.357 -0.271 -0.051 -0.279
```


B.
A single C3H4N2S molecule, computed with ωB97M-V/def2-TZVPD.

Computed properties:
- Orbital gap (alpha / beta): 7.51 / 4.91 eV
- 2S+1: 1

Geometry as XYZ:
```
10
Properties=species:S:1:pos:R:3:mulliken_charge:R:1
C -0.499 0.375 0.008 0.244
C -0.283 0.328 1.372 0.365
C 0.284 -0.696 -0.845 -0.654
N -1.287 1.226 -0.454 -0.666
N 0.146 0.053 2.457 -0.251
S -0.978 -1.835 -1.400 -0.255
H 0.598 -0.035 -1.648 0.275
H 1.068 -1.254 -0.364 0.334
H -1.446 1.194 -1.547 0.272
H 0.817 -0.110 3.263 0.336
```


C.
2 unconnected molecules or ions with the total composition C3H4N2S, computed with ωB97M-V/def2-TZVPD.

Computed properties:
- Orbital gap (alpha / beta): 8.70 / 8.78 eV
- 2S+1: 1

Geometry as XYZ:
```
10
Properties=species:S:1:pos:R:3:mulliken_charge:R:1
C 0.129 -1.144 -0.098 -0.452
C 1.429 -0.976 0.181 -0.107
C 0.321 1.074 -0.235 0.059
N -2.272 0.697 0.357 -0.338
N -0.447 0.071 -0.328 -0.226
S 1.960 0.585 0.124 -0.128
H -0.442 -1.984 0.129 0.410
H 2.019 -1.919 0.244 0.336
H -0.198 2.083 -0.106 0.303
H -2.501 1.512 -0.269 0.143
```


Relative energy table, unit eV: A 0.000; B 3.728; C 4.407